Entry from OMol25: a molecular structure, F2H4NPSi at a distorted geometry (wB97M-V/def2-TZVPD).

Geometry as ORCA input:
```
! wB97M-V def2-TZVPD RIJCOSX def2/J DEFGRID3
* xyz 0 1
N 0.38120 -0.07443 0.10716
F 1.70611 -1.19791 -2.39569
F 0.70473 -2.33394 0.31800
Si -0.80766 1.18963 0.39745
P -0.03977 -1.36264 -0.76145
H 1.26027 -0.13422 0.71747
H -1.89394 0.35281 0.98235
H -1.07655 1.76655 -0.92662
H -0.23440 1.79415 1.56134
*
```

Computed properties:
energy above the lowest of the compared OMol25 structures with the same formula, charge and spin	46.9	kcal/mol
energy	-24155.6981	eV
molecular weight	115.09	g mol⁻¹
highest occupied orbital energy (alpha / beta)	-10.451 / -10.452	eV

---

Entry from OMol25: 5 unconnected molecules or ions with the total composition C16H22O15 at a distorted geometry (wB97M-V/def2-TZVPD).

Geometry as ORCA input:
```
! wB97M-V def2-TZVPD RIJCOSX def2/J DEFGRID3
* xyz 0 1
C 0.14104 2.41510 1.45879
C 0.30248 3.91884 1.25668
O 1.50865 4.20435 1.94676
C 1.73625 3.26932 2.86820
O 2.63808 3.21627 3.64822
O 0.96931 2.16959 2.59373
H 0.43001 1.82605 0.58761
H -0.90746 2.19158 1.65947
H -0.49078 4.53915 1.67421
H 0.49909 4.15962 0.21160
C -4.64538 0.72826 -6.71077
C -4.42405 -0.38380 -7.74846
O -3.18344 -0.93773 -7.34480
C -2.83800 -0.52940 -6.10573
O -1.97480 -1.06050 -5.47471
O -3.64589 0.46713 -5.71244
H -5.63436 0.64367 -6.27220
H -4.29746 1.66631 -7.13788
H -4.35852 0.08943 -8.73002
H -5.20238 -1.13818 -7.85526
C 0.66370 -1.83749 3.80054
C 1.51173 -2.24201 5.03347
O 0.56101 -3.06627 5.74981
C -0.42965 -3.45013 4.94529
O -1.30539 -4.23352 5.19873
O -0.34311 -2.84745 3.76692
H 1.36407 -2.02243 2.98910
H 0.21014 -0.85316 3.78896
H 1.66223 -1.39781 5.70131
H 2.46984 -2.68706 4.78707
C 5.02755 0.13232 1.15476
C 3.53932 0.06571 0.94802
O 3.03889 0.07474 2.28685
C 4.05062 -0.20507 3.14803
O 3.86552 -0.39273 4.31110
O 5.20499 -0.34297 2.50003
H 5.57921 1.04778 0.94467
H 5.49298 -0.57164 0.45913
H 3.24493 -0.92034 0.57047
H 3.04457 0.82751 0.34917
C -2.50298 0.43672 -0.50025
C -1.66369 -0.78168 -0.88406
C -0.51635 -0.47549 -1.87196
O 0.65939 -0.95595 -1.21449
C 0.29713 -1.59621 -0.08539
O 1.07134 -2.27350 0.53822
O -0.94978 -1.25981 0.25626
H -3.08742 0.39201 0.41512
H -3.20998 0.81251 -1.24442
H -1.75211 1.23589 -0.48643
H -2.30379 -1.62852 -1.15005
H -0.45410 0.56349 -2.20047
H -0.66314 -1.00248 -2.81850
*
```

Computed properties:
energy above the lowest of the compared OMol25 structures with the same formula, charge and spin	0.0	kcal/mol
energy	-47660.5995	eV
molecular weight	454.34	g mol⁻¹
highest occupied orbital energy	-10.046	eV
SMILES	C[C@H]1COC(=O)O1.O=C1OCCO1.O=C1OCCO1.O=C1OCCO1.O=C1OCCO1

---

Entry from OMol25: 2 unconnected molecules or ions with the total composition C4H8O3 at a distorted geometry (wB97M-V/def2-TZVPD).

Geometry as ORCA input:
```
! wB97M-V def2-TZVPD RIJCOSX def2/J DEFGRID3
* xyz 0 1
O -3.35419 -1.25314 -0.89627
C -2.75349 -0.20277 -0.78053
C -1.66382 0.15603 0.19401
C -0.29391 0.00304 -0.55396
C 0.82212 0.73032 0.07682
O 0.76952 1.91079 0.45113
H -2.97190 0.46052 -1.57758
H -1.71676 1.23607 0.61861
H -1.67511 -0.31375 1.21634
H -0.42483 0.23252 -1.65415
H -0.14404 -1.11192 -0.73759
H 1.66470 0.10865 0.31228
H 5.73189 -1.18972 0.89345
H 4.25454 -0.42309 1.04580
O 4.91169 -1.04753 1.22824
*
```

Computed properties:
energy above the lowest of the compared OMol25 structures with the same formula, charge and spin	70.9	kcal/mol
energy	-10417.9290	eV
molecular weight	104.10	g mol⁻¹
highest occupied orbital energy	-10.183	eV
SMILES	O=CCCC=O.O

---

Entry from OMol25: a single C4H5NS2 molecule at a distorted geometry (wB97M-V/def2-TZVPD).

Geometry as ORCA input:
```
! wB97M-V def2-TZVPD RIJCOSX def2/J DEFGRID3
* xyz 0 1
C 1.83248 -0.19679 0.52767
C 0.64602 0.20377 -0.19483
C -0.66942 0.19843 0.58281
C -1.67221 -0.56800 -0.30553
H 2.08114 0.47265 1.32911
H 0.40142 -0.39292 -1.12284
H -0.29771 1.88554 -1.02746
H -0.77467 0.18419 1.65251
H -1.45403 -0.52349 -1.44200
N -0.03832 1.44552 -0.10021
S 2.93276 -1.40752 -0.04688
S -2.98747 -1.30138 0.14764
*
```

Computed properties:
energy above the lowest of the compared OMol25 structures with the same formula, charge and spin	86.2	kcal/mol
energy	-27385.9784	eV
molecular weight	131.22	g mol⁻¹
highest occupied orbital energy	-9.083	eV
SMILES	S=C[C@@H]1N[C@H]1C=S

---

Entry from OMol25: a single C3H3N3O molecule (wB97M-V/def2-TZVPD).

Geometry as ORCA input:
```
! wB97M-V def2-TZVPD RIJCOSX def2/J DEFGRID3
* xyz 0 1
O 2.78732 0.16371 0.12422
C 1.74436 -0.39490 0.25935
N 0.40018 0.07538 0.00581
C -0.36560 1.13952 -0.43265
N -1.63561 0.82309 -0.40780
C -1.62801 -0.46314 0.05772
N -0.45070 -0.94055 0.31396
H 1.57668 -1.42365 0.61674
H -0.01734 2.11230 -0.76012
H -2.49348 -1.08883 0.22056
*
```

Computed properties:
energy above the lowest of the compared OMol25 structures with the same formula, charge and spin	21.5	kcal/mol
energy	-9676.5219	eV
molecular weight	97.08	g mol⁻¹
highest occupied orbital energy	-10.801	eV
SMILES	O=Cn1cncn1

---

Entry from OMol25: a single C3H3FOS molecule at a distorted geometry (wB97M-V/def2-TZVPD).

Geometry as ORCA input:
```
! wB97M-V def2-TZVPD RIJCOSX def2/J DEFGRID3
* xyz 0 1
C 0.21594 0.54827 -0.06409
C 1.07005 -0.69009 0.07519
C -1.20645 0.21747 0.23820
H 0.52685 1.36393 0.56805
H 1.13679 -1.21905 1.03833
H -1.62808 0.62074 1.16596
O 1.66268 -1.10944 -0.89246
F 0.36908 0.90333 -1.34727
S -2.14687 -0.63515 -0.78190
*
```

Computed properties:
energy above the lowest of the compared OMol25 structures with the same formula, charge and spin	25.2	kcal/mol
energy	-18757.9501	eV
molecular weight	106.12	g mol⁻¹
highest occupied orbital energy	-9.373	eV
SMILES	O=C[C@@H](F)C=S